[1]
ORCA calculation (ωB97M-V/def2-TZVPD) on a molecular structure, C30H19ClLiO7Sb.

```
59
Properties=species:S:1:pos:R:3:forces:R:3:nbo_charge:R:1
Li 12.2445 8.2563 17.3705 0.5 0.1 -0.1 0.892
Cl 5.3058 7.4084 17.3792 -1.2 -0.1 0.1 -0.049
C 7.0019 7.2113 17.3579 1.4 1.5 -0.4 -0.177
C 7.6201 6.0210 17.7096 -0.8 -0.5 0.1 -0.188
C 8.9682 5.9202 17.5682 0.4 -2.2 0.6 -0.316
C 9.7983 6.9488 17.0737 1.6 2.1 -0.1 0.441
O 11.0401 6.7946 16.8886 -0.6 -0.2 0.2 -0.733
C 9.1705 8.2762 16.8666 -0.9 -1.9 0.3 -0.311
C 9.8586 9.4769 16.5214 0.4 0.4 -0.2 0.420
O 11.0712 9.6308 16.5387 -0.1 0.2 0.0 -0.604
C 7.7856 8.3046 16.9799 -1.8 0.7 -0.6 -0.147
H 6.9770 5.1972 18.0727 0.7 0.4 -0.2 0.207
H 9.4664 4.9626 17.8618 -0.3 1.0 -0.4 0.217
H 9.2195 10.3512 16.2132 0.1 -0.4 0.2 0.094
H 7.2126 9.2246 16.6681 0.8 -0.8 0.5 0.198
O 17.7310 7.4647 19.3242 0.2 0.6 -0.1 -0.624
C 16.7044 8.0335 18.9838 -1.5 -0.4 -0.7 0.367
C 16.2599 8.4287 17.5657 1.8 -0.8 0.2 0.311
O 17.0212 8.4554 16.5785 -0.8 0.3 0.7 -0.661
C 14.8195 8.5642 17.6106 -0.4 0.0 0.7 0.253
C 14.3173 8.3730 18.9985 2.1 0.5 -1.9 0.289
O 13.1174 8.3732 19.2722 -1.7 -0.2 0.2 -0.741
C 15.4896 8.2552 19.8617 0.7 0.3 1.8 0.306
O 15.5208 8.3156 21.1141 -0.1 -0.2 -1.3 -0.663
O 14.0607 8.7650 16.6248 -0.5 -0.2 0.1 -0.776
C 14.8188 8.5781 7.2687 0.2 -0.1 0.8 -0.219
C 14.8157 7.3878 8.0364 0.1 0.1 -1.9 -0.218
C 14.3168 7.3967 9.3015 -0.4 0.4 1.2 -0.240
C 13.8612 8.5837 9.8489 -0.8 0.9 0.1 -0.333
C 14.0270 9.7868 9.1697 0.1 0.6 0.8 -0.245
C 14.5498 9.8130 7.8978 0.3 -0.6 -1.4 -0.206
Sb 12.9131 8.5464 11.7628 -0.3 -0.2 1.6 1.109
C 12.5628 10.6514 12.1719 -0.1 -0.1 -0.2 -0.360
C 12.0013 11.4194 11.1535 0.0 -0.2 -0.9 -0.180
C 11.5990 12.7402 11.3256 0.8 -0.5 1.9 -0.260
C 11.7512 13.2755 12.6229 -0.1 -0.2 -0.2 -0.217
C 12.2338 12.4854 13.6809 0.1 0.2 -0.1 -0.205
C 12.6702 11.1769 13.4638 -0.6 -0.2 -0.9 -0.220
C 10.7541 8.2278 11.4271 1.4 1.7 -0.1 -0.289
C 10.3200 7.2196 10.6006 0.5 -0.5 -0.5 -0.254
C 8.9649 7.0214 10.4174 0.2 -0.2 -0.1 -0.216
C 8.0646 7.8679 11.0327 -0.5 -0.4 0.3 -0.218
C 8.5079 8.8602 11.8986 0.3 1.0 -0.1 -0.209
C 9.8612 9.1310 12.0451 0.1 -2.0 0.0 -0.233
H 15.0260 8.5629 6.2031 0.4 -0.1 0.2 0.202
H 15.1432 6.4250 7.6239 -0.1 0.5 -0.1 0.208
H 14.2475 6.5148 9.9221 0.1 -0.3 -0.2 0.217
H 13.7703 10.7138 9.6999 0.3 -0.4 -0.5 0.227
H 14.7582 10.7479 7.3376 -0.4 -0.6 0.5 0.207
H 11.8941 10.9024 10.1898 -0.3 0.6 0.3 0.196
H 11.2152 13.3480 10.5406 -0.3 0.2 -0.6 0.204
H 11.4547 14.3179 12.7919 0.1 -0.4 0.1 0.202
H 12.2991 12.8716 14.6962 -0.1 0.1 -0.2 0.224
H 12.9515 10.4997 14.2519 0.4 0.2 0.5 0.266
H 11.0400 6.5732 10.0522 -0.5 0.4 0.6 0.205
H 8.6700 6.1649 9.8249 -0.4 0.2 -0.1 0.202
H 7.0128 7.6717 10.8764 -0.1 0.2 0.2 0.203
H 7.8789 9.5457 12.4548 -0.6 -0.3 -0.2 0.211
H 10.1881 9.8757 12.7632 0.1 0.0 -0.3 0.233
```
Forces are in eV/Å.

## Properties
DFT total energy	-2389.33407	hartree
HOMO level	-0.387	eV
HOMO-LUMO gap	0.149	Eh
2S+1	1
charge	-2

---

[2]
ORCA calculation (ωB97M-V/def2-TZVPD) on a molecular structure, C28H31N2O3SnTe.

```
66
Properties=species:S:1:pos:R:3:forces:R:3:nbo_charge:R:1
Sn 2.2641 2.0102 1.7327 -0.2 -0.1 0.2 1.165
C 5.4483 -1.2304 1.8729 -0.1 0.0 0.0 -0.273
O 4.2983 -0.5440 1.3427 0.0 0.0 -0.1 -0.541
C 3.9539 0.5845 1.9837 0.2 0.1 0.2 0.356
O 4.5918 0.9960 2.9377 0.0 -0.1 -0.1 -0.650
H 5.6023 -2.0844 1.2200 0.0 0.0 0.0 0.195
H 5.2530 -1.5566 2.8936 0.0 0.0 0.0 0.191
H 6.3191 -0.5779 1.8690 0.0 0.0 0.0 0.194
C -5.2269 3.0461 -4.0143 -0.1 0.0 0.0 -0.627
C -4.0816 2.6841 -3.1107 0.0 0.0 0.0 0.000
C -4.1979 2.7900 -1.7311 0.0 0.0 0.0 -0.225
C -3.1535 2.4446 -0.8788 0.0 0.0 -0.2 -0.051
C -3.3508 2.5632 0.6071 0.0 0.0 0.1 -0.649
C -1.9595 1.9868 -1.4434 -0.2 0.0 0.1 -0.188
Te -0.3500 1.3902 -0.0850 0.0 0.0 -0.2 0.946
N 0.6174 0.6589 1.8175 0.3 0.1 -0.2 -1.100
C -0.1358 -0.0984 2.6388 0.0 0.0 0.1 0.605
O -1.3490 -0.2763 2.5236 0.2 0.1 0.1 -0.660
C 0.6072 -0.7625 3.7759 -0.2 0.1 0.0 -0.050
C 1.8789 -1.2928 3.6163 0.1 -0.1 -0.1 -0.232
C 2.5125 -1.9183 4.6814 0.0 0.0 0.0 -0.201
C 1.8814 -2.0012 5.9129 0.0 0.0 0.0 -0.209
C 0.6045 -1.4777 6.0727 0.0 0.0 0.0 -0.212
C -0.0361 -0.8722 5.0046 0.0 0.0 0.0 -0.201
C -0.2597 -0.5755 -0.8617 0.0 0.0 0.0 -0.205
C 0.9322 -1.0505 -1.4120 -0.1 -0.1 -0.1 -0.061
C 2.1948 -0.2488 -1.5399 0.1 0.2 -0.1 -0.660
C 0.9674 -2.3595 -1.8930 0.0 0.0 0.0 -0.185
C -0.1387 -3.1887 -1.8521 0.0 0.0 0.0 -0.007
C -0.0793 -4.5965 -2.3727 0.0 -0.1 0.0 -0.628
C -1.3137 -2.6822 -1.3122 0.0 0.0 0.0 -0.224
C -1.4031 -1.3916 -0.8095 0.0 0.0 0.0 -0.013
C -2.7121 -0.9453 -0.2239 -0.1 0.0 0.0 -0.669
C -1.7988 1.8961 -2.8269 -0.1 0.0 0.0 -0.052
C -0.5336 1.4319 -3.4948 0.0 -0.1 -0.1 -0.638
C -2.8788 2.2408 -3.6372 0.1 0.0 0.0 -0.222
H -6.0990 3.3568 -3.4401 0.0 0.0 0.0 0.214
H -5.5217 2.2004 -4.6378 0.0 0.0 0.0 0.220
H -4.9573 3.8649 -4.6839 0.0 0.0 0.0 0.219
H -5.1312 3.1391 -1.3023 0.0 0.0 0.0 0.204
H -4.3889 2.8014 0.8359 0.0 0.0 0.0 0.217
H -2.7296 3.3558 1.0324 0.0 0.0 0.0 0.219
H -3.0871 1.6394 1.1278 0.0 0.0 0.0 0.242
H 2.3610 -1.2509 2.6476 -0.1 0.0 0.0 0.225
H 3.4977 -2.3472 4.5499 0.0 0.0 0.0 0.206
H 2.3786 -2.4789 6.7473 0.0 0.0 0.0 0.211
H 0.1044 -1.5513 7.0297 0.0 0.0 0.0 0.212
H -1.0409 -0.4837 5.1010 0.0 0.0 0.0 0.230
H 2.0243 0.8273 -1.5491 0.0 0.0 0.1 0.223
H 2.7009 -0.4977 -2.4746 0.0 0.0 0.0 0.220
H 2.8850 -0.4734 -0.7285 0.1 0.0 0.1 0.243
H 1.8939 -2.7274 -2.3212 0.0 0.0 0.0 0.196
H 0.9080 -4.8289 -2.7705 0.0 0.0 0.0 0.213
H -0.8093 -4.7542 -3.1685 0.0 0.0 0.0 0.220
H -0.3010 -5.3160 -1.5826 0.0 0.0 0.0 0.222
H -2.1933 -3.3155 -1.2688 0.0 0.0 0.0 0.205
H -3.3801 -1.8002 -0.1223 0.0 0.0 0.0 0.215
H -3.2054 -0.2075 -0.8576 0.0 0.0 0.0 0.224
H -2.5629 -0.5132 0.7650 0.0 0.0 0.0 0.264
H 0.3476 1.5642 -2.8720 0.0 0.1 0.1 0.214
H -0.3724 1.9909 -4.4175 0.0 0.0 0.0 0.219
H -0.5925 0.3706 -3.7470 0.0 0.0 0.0 0.230
H -2.7653 2.1651 -4.7143 0.0 0.0 0.0 0.203
N 5.0673 3.4565 -0.7279 0.0 0.0 0.0 -0.705
C 4.1134 2.7964 -0.7097 0.0 0.0 0.1 0.299
H 5.8877 4.0249 -0.7442 0.0 0.0 0.0 0.454
```
Forces are in eV/Å.

## Properties
DFT total energy	-1902.98798	hartree
energy above the lowest of the compared OMol25 structures with the same formula, charge and spin	0.245	eV
expectation value of S²	0.76
HOMO level (alpha / beta)	-7.280 / -7.957	eV
HOMO-LUMO gap (alpha / beta)	0.255 / 0.253	Eh
2S+1	2
charge	0

---

[3]
ORCA calculation (ωB97M-V/def2-TZVPD) on a molecular structure, C5H10AgO5.

```
21
Properties=species:S:1:pos:R:3:forces:R:3:nbo_charge:R:1
C 0.6883 -1.0807 0.0275 0.1 -0.2 0.3 0.103
C 1.9991 -0.8891 -0.6029 0.0 -1.2 1.1 -0.186
O 1.9633 0.2783 -1.5055 1.3 1.4 -1.4 -0.442
C 3.0556 0.5748 -2.1532 -3.5 -1.8 1.5 0.947
O 4.1493 -0.0428 -1.9551 0.1 0.0 0.4 -0.580
O 2.9918 1.4106 -3.1095 -0.3 0.5 0.1 -0.530
O 0.5024 -0.4954 1.2255 0.2 0.0 -0.6 -0.658
Ag 4.9887 1.1488 -3.3794 2.4 0.7 -1.5 1.170
H -0.0373 -1.8102 -0.3371 0.2 0.3 0.1 0.180
H 2.2736 -1.7642 -1.2031 -0.1 0.3 0.0 0.214
H 2.7896 -0.6919 0.1328 -0.3 0.0 -0.1 0.217
H -0.4286 -0.5951 1.5336 -0.1 0.0 0.0 0.526
H -1.7071 0.8225 -0.0143 -1.4 0.3 0.6 0.208
C -2.8036 0.8248 0.3137 1.1 -0.3 -0.7 -0.634
C -2.9450 0.4674 1.7742 -0.3 0.5 0.2 -0.067
O -2.0918 -0.6412 2.0591 0.3 -0.3 -0.1 -0.755
H -3.2484 1.8082 0.1175 0.2 -0.3 0.0 0.230
H -3.2900 0.0672 -0.3154 0.0 0.3 0.1 0.217
H -3.9860 0.1917 2.0040 0.3 0.1 -0.1 0.179
H -2.6709 1.3242 2.4102 0.0 -0.2 -0.1 0.170
H -2.1931 -0.9078 2.9773 -0.1 0.0 0.0 0.492
```
Forces are in eV/Å.

## Properties
DFT total energy	-719.27168	hartree
energy above the lowest of the compared OMol25 structures with the same formula, charge and spin	0.000	eV
expectation value of S²	2.01
HOMO level (alpha / beta)	-10.350 / -13.192	eV
HOMO-LUMO gap (alpha / beta)	0.169 / 0.184	Eh
2S+1	3
charge	+1